# C44H33Br2N6O4P2SZr

A structure of composition C44H33Br2N6O4P2SZr at a distorted geometry (ωB97M-V/def2-TZVPD, OMol25).

Relative energy (zero: lowest compared OMol25 entry of this formula, charge and spin) ... 27.6 kcal per mole
Total energy ... -234051.42593 eV
Gap between HOMO and LUMO ... 6.7 eV
Total charge ... +3
E_LUMO ... -9.46 eV
HOMO energy ... -0.596 Eh
2S+1 ... 1

Positions of all 93 atoms, in Å:
Zr (-0.29, -0.66, 0.54)
S (-1.94, -7.43, -2.66)
N (-2.85, -6.48, -1.72)
C (-2.16, -5.36, -1.55)
C (-2.61, -4.21, -0.78)
C (-3.87, -4.12, -0.19)
C (-4.22, -2.97, 0.49)
C (-3.29, -1.94, 0.60)
N (-2.07, -2.02, 0.06)
C (-1.74, -3.13, -0.66)
C (-0.46, -3.11, -1.37)
N (0.25, -1.97, -1.29)
C (1.37, -1.86, -2.01)
C (1.84, -2.88, -2.82)
C (1.13, -4.06, -2.89)
C (-0.05, -4.18, -2.16)
C (-0.92, -5.35, -2.21)
N (-0.67, -6.47, -2.89)
H (-4.57, -4.94, -0.29)
H (-5.20, -2.84, 0.93)
H (-3.52, -1.04, 1.15)
H (1.90, -0.91, -1.94)
H (2.75, -2.73, -3.39)
H (1.46, -4.88, -3.51)
Br (-0.36, 3.59, -1.60)
C (-0.88, 2.25, -2.81)
Br (-1.46, 0.55, -2.01)
H (-0.06, 1.98, -3.46)
H (-1.76, 2.56, -3.36)
O (1.17, 0.73, 0.16)
C (2.43, 0.77, 0.40)
C (3.19, -0.32, 0.84)
C (4.60, -0.13, 0.90)
C (5.37, -1.21, 1.22)
C (4.82, -2.47, 1.47)
C (3.46, -2.67, 1.42)
C (2.62, -1.59, 1.13)
O (1.31, -1.75, 1.13)
N (6.84, -1.03, 1.31)
O (7.27, 0.04, 0.95)
O (7.48, -2.03, 1.54)
H (2.91, 1.73, 0.22)
H (5.06, 0.82, 0.70)
H (5.49, -3.29, 1.71)
H (3.03, -3.64, 1.63)
N (-1.63, 0.83, 3.27)
P (-1.80, 1.46, 1.71)
C (-1.11, 3.11, 1.81)
C (-1.90, 4.24, 1.64)
C (-1.34, 5.50, 1.79)
C (0.00, 5.64, 2.11)
C (0.79, 4.51, 2.29)
C (0.24, 3.25, 2.14)
C (-3.56, 1.58, 1.42)
C (-4.04, 2.02, 0.18)
C (-5.41, 2.13, -0.03)
C (-6.30, 1.80, 0.98)
C (-5.83, 1.37, 2.22)
C (-4.46, 1.26, 2.44)
P (-0.40, -0.33, 3.28)
C (0.65, -0.11, 4.69)
C (0.06, -0.18, 5.96)
C (0.86, -0.02, 7.08)
C (2.23, 0.18, 6.94)
C (2.81, 0.23, 5.69)
C (2.02, 0.10, 4.55)
C (-1.27, -1.91, 3.50)
C (-0.58, -3.11, 3.32)
C (-1.22, -4.32, 3.54)
C (-2.55, -4.34, 3.96)
C (-3.23, -3.15, 4.14)
C (-2.60, -1.94, 3.91)
H (-1.77, 1.44, 4.07)
H (-2.95, 4.15, 1.40)
H (-1.96, 6.38, 1.66)
H (0.43, 6.62, 2.22)
H (1.84, 4.62, 2.56)
H (0.87, 2.38, 2.31)
H (-3.36, 2.31, -0.60)
H (-5.78, 2.49, -0.98)
H (-7.36, 1.89, 0.82)
H (-6.53, 1.13, 3.01)
H (-4.11, 0.93, 3.41)
H (-1.00, -0.36, 6.08)
H (0.41, -0.06, 8.07)
H (2.84, 0.29, 7.82)
H (3.87, 0.39, 5.59)
H (2.47, 0.15, 3.57)
H (0.47, -3.11, 3.04)
H (-0.68, -5.25, 3.42)
H (-3.04, -5.29, 4.15)
H (-4.26, -3.16, 4.49)
H (-3.15, -1.01, 4.05)

---

# C44H35Cl3N4PReS

A structure of composition C44H35Cl3N4PReS at a distorted geometry (ωB97M-V/def2-TZVPD, OMol25).

Relative energy (zero: lowest compared OMol25 entry of this formula, charge and spin) ... 2.4 kcal per mole
Total energy ... -111954.99795 eV
Gap between HOMO and LUMO (spin up / spin down) ... 5.3 / 4.8 eV
Total charge ... +3
E_LUMO (spin up / spin down) ... -10.27 / -10.28 eV
HOMO energy (spin up / spin down) ... -0.571 / -0.555 Eh
2S+1 ... 2

Positions of all 89 atoms, in Å:
Re (-0.10, 0.27, 0.59)
C (2.93, 2.38, -1.77)
C (4.01, 2.44, -0.90)
C (3.91, 1.81, 0.32)
C (2.73, 1.16, 0.67)
N (1.66, 1.13, -0.17)
C (1.79, 1.71, -1.37)
C (2.52, 0.50, 1.96)
C (3.53, 0.34, 2.92)
C (3.24, -0.25, 4.13)
C (1.93, -0.66, 4.38)
C (0.99, -0.50, 3.38)
N (1.27, 0.04, 2.19)
H (2.97, 2.84, -2.75)
H (4.92, 2.97, -1.17)
H (4.74, 1.82, 1.01)
H (0.94, 1.63, -2.04)
H (4.53, 0.65, 2.70)
H (4.01, -0.39, 4.87)
H (1.65, -1.12, 5.31)
H (-0.02, -0.85, 3.54)
Cl (-1.93, -0.75, 1.69)
C (-1.86, -2.47, 1.52)
C (-2.70, -3.25, 2.30)
C (-2.64, -4.63, 2.18)
C (-1.75, -5.21, 1.29)
C (-0.91, -4.42, 0.52)
C (-0.95, -3.03, 0.62)
P (0.24, -2.01, -0.32)
C (-0.20, -2.23, -2.06)
C (0.75, -1.59, -3.01)
C (-1.19, -0.82, -4.92)
C (-1.92, -1.95, -4.75)
C (-2.08, -2.79, -3.64)
C (-1.41, -2.79, -2.41)
C (1.74, -3.02, -0.06)
C (2.10, -4.02, -0.96)
C (3.09, -4.93, -0.62)
C (3.73, -4.84, 0.61)
C (3.39, -3.84, 1.50)
C (2.39, -2.94, 1.17)
H (-3.38, -2.78, 2.99)
H (-3.27, -5.24, 2.80)
H (-1.70, -6.29, 1.21)
H (-0.21, -4.89, -0.15)
H (1.56, -1.11, -2.44)
H (-1.31, -0.22, -5.81)
H (-2.56, -2.20, -5.59)
H (-2.90, -3.49, -3.71)
H (-1.91, -3.35, -1.63)
H (1.60, -4.09, -1.92)
H (3.34, -5.72, -1.31)
H (4.48, -5.57, 0.87)
H (3.89, -3.77, 2.45)
H (2.10, -2.19, 1.88)
Cl (-2.62, 4.27, -2.63)
C (-2.57, 2.60, -2.25)
C (-3.51, 1.71, -2.78)
C (-3.44, 0.39, -2.37)
C (-2.48, 0.01, -1.46)
N (-1.55, 0.84, -0.98)
C (-1.60, 2.12, -1.38)
H (-4.27, 2.05, -3.46)
H (-4.15, -0.33, -2.74)
H (-2.45, -1.01, -1.10)
H (-0.86, 2.80, -0.99)
Cl (1.03, 5.23, 3.34)
C (-0.19, 4.19, 2.73)
C (-1.54, 4.49, 2.86)
C (-2.46, 3.60, 2.34)
C (-2.01, 2.45, 1.71)
N (-0.72, 2.15, 1.59)
C (0.17, 3.00, 2.10)
H (-1.86, 5.40, 3.34)
H (-3.52, 3.79, 2.41)
H (-2.73, 1.75, 1.29)
H (1.22, 2.76, 2.00)
S (-0.08, -0.09, -3.82)
C (1.34, -2.38, -4.15)
C (0.86, -3.60, -4.58)
C (1.43, -4.23, -5.68)
C (2.47, -3.62, -6.38)
C (2.98, -2.41, -5.93)
C (2.42, -1.79, -4.83)
H (0.06, -4.10, -4.06)
H (1.05, -5.19, -6.00)
H (2.87, -4.08, -7.27)
H (3.80, -1.94, -6.45)
H (2.81, -0.84, -4.49)